ORCA calculation (ωB97M-V/def2-TZVPD) on an isolated molecule of C16H28BrF3N2O3 at a distorted geometry.

Calculated values
HOMO energy   -9.8 eV
Orbital gap   10.29 eV
SMILES   CC(C)CC[C@]1(N)OC(=O)[C@@](OC[C@@H](C)C(C)C)(C(F)(F)F)[C@]1(N)Br

ORCA input file:
```
! RIJCOSX wB97M-V def2-TZVPD def2/J DEFGRID3
* xyz 0 1
C 3.36 -3.39 -1.09
C 3.20 -2.83 0.33
C 1.74 -2.96 0.78
C 3.78 -1.42 0.45
C 3.09 -0.36 -0.44
C 2.33 0.71 0.35
N 3.19 1.53 1.17
O 1.44 0.04 1.26
C 0.19 0.52 1.26
O -0.70 -0.02 1.81
C 0.10 1.78 0.38
O -1.02 1.81 -0.42
C -2.34 1.84 0.18
C -3.34 1.02 -0.64
C -2.73 0.37 -1.88
C -4.10 0.00 0.24
C -3.40 -1.35 0.38
C -5.53 -0.20 -0.27
C 0.12 3.04 1.31
F 1.28 3.31 1.88
F -0.26 4.11 0.59
F -0.78 2.90 2.31
C 1.38 1.67 -0.48
N 1.94 2.90 -0.83
Br 0.80 0.70 -2.20
H 2.57 -3.03 -1.75
H 3.32 -4.48 -1.09
H 4.32 -3.09 -1.53
H 3.79 -3.45 1.01
H 1.08 -2.37 0.13
H 1.60 -2.59 1.80
H 1.42 -4.00 0.74
H 4.83 -1.49 0.14
H 3.80 -1.11 1.50
H 2.45 -0.86 -1.16
H 3.83 0.19 -1.02
H 3.84 2.07 0.61
H 3.72 0.93 1.79
H -2.29 1.46 1.20
H -2.64 2.89 0.21
H -4.10 1.72 -1.01
H -2.42 1.12 -2.61
H -1.85 -0.24 -1.64
H -3.46 -0.28 -2.36
H -4.17 0.42 1.25
H -3.65 -2.02 -0.45
H -2.31 -1.25 0.42
H -3.70 -1.84 1.31
H -5.53 -0.67 -1.25
H -6.10 -0.84 0.41
H -6.06 0.75 -0.35
H 1.25 3.50 -1.28
H 2.73 2.80 -1.45
*
```

Population analysis type natural (NBO), resulting atomic charges in e:
1. C -0.612
2. C -0.209
3. C -0.607
4. C -0.396
5. C -0.451
6. C 0.368
7. N -0.838
8. O -0.497
9. C 0.790
10. O -0.536
11. C 0.022
12. O -0.530
13. C -0.074
14. C -0.224
15. C -0.611
16. C -0.209
17. C -0.617
18. C -0.601
19. C 0.969
20. F -0.294
21. F -0.325
22. F -0.319
23. C 0.204
24. N -0.832
25. Br -0.066
26. H 0.203
27. H 0.215
28. H 0.203
29. H 0.199
30. H 0.201
31. H 0.218
32. H 0.209
33. H 0.208
34. H 0.199
35. H 0.241
36. H 0.210
37. H 0.370
38. H 0.374
39. H 0.214
40. H 0.183
41. H 0.197
42. H 0.216
43. H 0.217
44. H 0.205
45. H 0.196
46. H 0.200
47. H 0.221
48. H 0.213
49. H 0.199
50. H 0.210
51. H 0.204
52. H 0.394
53. H 0.379